{"formula": "C5H17NO2", "method": "ωB97M-V/def2-TZVPD", "elements": ["C", "C", "C", "C", "C", "N", "H", "H", "H", "H", "H", "H", "H", "H", "H", "H", "H", "H", "H", "O", "H", "H", "O", "H", "H"], "positions_angstrom": [[-0.908, 1.088, 1.189], [-0.996, -0.308, 0.598], [-2.406, -0.892, 0.944], [0.227, -1.188, 1.057], [0.720, -2.108, -0.081], [1.948, -1.676, -0.832], [-1.730, 1.858, 1.074], [-0.760, 0.972, 2.276], [-0.025, 1.670, 0.952], [-0.845, -0.350, -0.485], [-2.941, -0.027, 1.271], [-2.817, -1.343, 0.050], [-2.303, -1.676, 1.711], [1.081, -0.716, 1.574], [-0.215, -1.775, 1.923], [1.098, -3.094, 0.254], [-0.107, -2.119, -0.818], [2.557, -2.431, -0.994], [1.816, -0.995, -1.569], [2.128, 1.633, -0.223], [2.098, 0.659, 0.042], [2.444, 1.808, 0.680], [-1.055, 2.698, -2.350], [-0.661, 1.849, -2.122], [-1.243, 3.055, -1.477]], "atomic_forces_ev_per_a": [[0.2, 1.5, 1.1], [0.8, 0.1, -0.2], [2.0, -0.5, -0.4], [-0.9, -1.0, 1.5], [1.1, 0.1, -0.9], [-1.4, 1.7, 1.6], [0.3, -1.4, -0.2], [-0.5, -0.1, -0.1], [0.4, -0.3, -0.7], [-0.5, 0.8, -0.1], [-1.0, 0.0, 0.3], [-0.5, 0.0, 0.0], [-0.3, 0.4, -0.1], [-0.3, 0.5, -0.6], [0.7, 0.0, -1.0], [-1.2, 0.3, 0.1], [0.2, -0.9, 0.5], [0.6, -0.5, -0.7], [0.2, -0.5, -0.1], [0.3, -2.4, 1.9], [-0.3, 0.8, -1.7], [0.1, 1.4, -0.3], [0.0, -0.2, 0.2], [0.1, 0.0, -0.2], [-0.1, 0.3, 0.0]], "homo_ev": -9.3613, "smiles": "CC(C)CCN.O.O", "gap_ev": 10.1207, "e_above_lowest_kcal_mol": 39.12, "total_energy_ha": -405.88010}

{"formula": "C14H20FeN2O", "method": "ωB97M-V/def2-TZVPD", "elements": ["C", "C", "H", "H", "H", "H", "H", "H", "C", "C", "C", "C", "H", "H", "H", "H", "N", "C", "C", "N", "C", "C", "C", "H", "H", "C", "H", "H", "Fe", "C", "H", "H", "H", "C", "O", "H", "H", "H"], "positions_angstrom": [[-2.860, -0.623, 0.531], [-2.929, 0.721, -0.545], [-2.584, -1.578, 0.070], [-3.951, -0.666, 0.644], [-2.599, -0.537, 1.625], [-2.066, 1.005, -1.218], [-3.592, 0.252, -1.283], [-3.434, 1.586, -0.107], [-0.104, -2.538, 0.586], [0.761, -3.630, 0.483], [1.933, -3.497, -0.260], [2.206, -2.269, -0.866], [-1.023, -2.590, 1.172], [0.491, -4.558, 0.988], [2.629, -4.326, -0.369], [3.111, -2.106, -1.442], [0.141, -1.373, -0.035], [1.293, -1.203, -0.724], [1.541, 0.135, -1.264], [0.616, 1.091, -0.980], [0.836, 2.348, -1.391], [2.911, 1.748, -2.456], [1.962, 2.723, -2.136], [0.093, 3.083, -1.084], [2.068, 3.761, -2.440], [2.694, 0.445, -2.017], [3.398, -0.355, -2.239], [3.802, 1.995, -3.032], [-1.286, 0.444, 0.367], [-1.330, 2.493, 0.777], [-1.653, 3.167, -0.034], [-0.325, 2.786, 1.107], [-2.021, 2.600, 1.628], [-0.115, -0.126, 3.213], [-0.948, 0.280, 2.190], [-0.527, 0.266, 4.156], [0.908, 0.270, 3.089], [-0.047, -1.225, 3.297]], "atomic_forces_ev_per_a": [[-4.2, -1.5, 0.4], [-2.5, -0.9, -1.4], [0.0, 0.2, 0.1], [0.0, -0.1, -0.3], [0.4, 0.0, -1.0], [-0.3, 0.1, 0.1], [-0.1, 0.1, 0.0], [0.2, -0.3, -0.2], [0.6, 0.2, -0.6], [-0.2, 0.2, 0.1], [-0.2, 0.5, -0.1], [-0.4, 0.3, 0.2], [0.3, 0.0, -0.2], [0.2, 0.2, -0.2], [-0.2, 0.2, 0.0], [-0.1, -0.3, 0.2], [0.2, -0.2, -0.2], [-0.5, -1.6, 0.7], [0.1, 1.8, -0.7], [0.8, -0.6, -0.3], [0.4, -0.4, -0.1], [-0.5, 0.0, 0.2], [-0.1, -0.4, 0.2], [0.1, -0.2, -0.1], [0.1, -0.2, 0.0], [-0.4, -0.3, 0.3], [-0.1, 0.4, 0.0], [-0.2, 0.0, 0.1], [5.9, 2.5, 1.2], [0.0, 0.7, 0.0], [0.0, 0.1, 0.1], [-0.2, 0.1, 0.1], [0.2, 0.1, -0.2], [-0.2, 0.4, -0.2], [0.4, -0.7, 1.1], [0.3, -0.2, 0.1], [0.0, -0.1, 0.1], [0.1, 0.0, 0.1]], "homo_ev": [-5.7060, -6.6678], "spin_multiplicity": 5, "s2": 6.032, "gap_ev": [5.2770, 6.2297], "e_above_lowest_kcal_mol": 41.29, "total_energy_ha": -1993.73597}

{"formula": "C2H9N2", "method": "ωB97M-V/def2-TZVPD", "elements": ["N", "C", "C", "N", "H", "H", "H", "H", "H", "H", "H", "H", "H"], "positions_angstrom": [[1.140, -0.733, 0.780], [0.532, -0.540, -0.614], [-0.873, 0.006, -0.518], [-0.931, 1.254, 0.223], [0.539, -1.400, 1.328], [1.250, 0.159, 1.299], [2.116, -1.130, 0.677], [0.582, -1.537, -1.049], [1.270, 0.091, -1.109], [-1.428, -0.736, 0.022], [-1.286, 0.051, -1.521], [-1.886, 1.495, 0.456], [-0.580, 2.021, -0.341]], "atomic_forces_ev_per_a": [[-0.2, 0.1, -0.6], [1.0, 0.0, 1.0], [0.4, 0.0, 0.0], [0.1, 0.3, -0.1], [0.3, 0.0, 0.1], [-0.3, 0.0, -0.1], [-0.1, -0.2, 0.1], [-0.2, 0.0, -0.2], [-0.3, 0.1, -0.3], [-0.6, -0.3, 0.3], [-0.1, 0.1, -0.4], [0.0, -0.1, 0.1], [0.1, 0.0, 0.1]], "homo_ev": [-3.4527, -10.2147], "spin_multiplicity": 2, "s2": 0.751, "gap_ev": [4.4151, 10.9280], "e_above_lowest_kcal_mol": 30.56, "total_energy_ha": -190.98528}